{
  "formula": "C9H18N3PS",
  "method": "ωB97M-V/def2-TZVPD",
  "elements": ["C", "P", "S", "N", "C", "C", "N", "C", "H", "H", "H", "H", "H", "H", "H", "C", "N", "C", "C", "C", "C", "H", "H", "H", "H", "H", "H", "H", "H", "H", "H", "H"],
  "positions_angstrom": [[4.49, 1.69, 0.08], [2.78, 1.24, -0.58], [1.62, 1.78, 0.96], [2.86, -0.52, -0.31], [2.56, -1.42, -1.31], [2.64, -2.67, -0.80], [2.90, -2.61, 0.55], [2.92, -1.33, 0.84], [4.73, 2.62, -0.43], [4.57, 1.74, 1.13], [5.16, 0.86, -0.17], [0.40, 1.34, 0.16], [2.39, -1.01, -2.32], [2.23, -3.53, -1.37], [3.26, -0.96, 1.84], [-1.25, 2.20, -1.10], [-0.98, 1.05, -0.67], [-1.53, -0.16, -1.28], [-1.58, -1.20, -0.14], [-2.07, -0.89, 1.27], [-3.40, -0.09, 1.10], [-1.96, 2.54, -1.88], [-0.76, 3.05, -0.47], [-2.52, -0.04, -1.67], [-0.71, -0.31, -1.94], [-0.62, -1.65, -0.11], [-2.24, -1.98, -0.48], [-1.33, -0.36, 1.81], [-2.39, -1.75, 1.85], [-3.08, 0.83, 0.68], [-3.89, -0.70, 0.39], [-3.82, 0.10, 2.10]],
  "e_homo_ev": -8.3809,
  "orbital_gap_ev": 8.979,
  "energy_ev": -34217.449,
  "lumo_ev": 0.6,
  "spin_multiplicity": 1,
  "smiles": "CP(S)n1ccnc1.C=NCCCC",
  "relative_energy_ev": 1.009
}